(1)
# C4H9N2O

The ion C4H9N2O with charge +1 (ωB97M-V/def2-TZVPD, OMol25).

Each line ends with the natural charge from an NBO analysis.
Element x y z (Å)
C: 0.315 -0.516 1.769  0.232
C: 1.120 0.062 0.589  -0.303
C: -1.352 -0.705 0.348  0.526
C: 0.567 0.493 -1.783  -0.410
N: -0.812 -0.874 1.494  -0.431
N: 0.164 0.397 -0.405  -0.516
O: -2.332 0.062 0.085  -0.589
H: 0.819 -0.849 2.703  0.237
H: 1.801 0.807 0.891  0.238
H: 1.652 -0.856 0.321  0.241
H: -1.160 -1.625 -0.271  0.220
H: 0.927 -0.395 -2.157  0.218
H: -0.247 0.848 -2.364  0.230
H: 1.347 1.269 -1.866  0.212
H: -0.333 1.253 -0.178  0.390
H: -2.476 0.631 0.825  0.505

Energy relative to the best compared isomer or geometry (same formula, charge and spin)   68.6 kcal/mol
Gap between HOMO and LUMO   11.14 eV
LUMO   -0.1368 Ha
SMILES string   CNCC=[N+]=CO
HOMO   -14.87 eV
Net charge   +1

***

(2)
# C22H57ClO5PdSbSi4Te

A structure of composition C22H57ClO5PdSbSi4Te (ωB97M-V/def2-TZVPD, OMol25).

Each line ends with the Mulliken spin population.
Element x y z (Å)
Pd: -0.260 -0.645 0.128  1.187
O: 1.455 1.090 -3.122  0.008
Cl: 0.827 0.704 -1.924  -0.011
O: -0.097 1.683 -1.426  0.012
O: 1.790 0.394 -0.867  0.034
O: 0.061 -0.560 -2.114  0.049
C: -4.918 3.088 1.786  0.002
Si: -5.882 1.517 2.111  0.042
C: -5.533 0.784 3.796  0.005
C: -7.722 1.790 1.875  0.012
Si: -5.334 -0.047 0.427  0.256
Te: -2.849 -0.633 0.768  1.099
Si: -6.336 -2.199 0.551  0.082
C: -6.484 -2.665 2.359  0.000
C: -5.264 -3.446 -0.353  0.034
C: -8.011 -2.025 -0.266  0.013
Si: -5.064 0.804 -1.784  0.089
C: -6.721 1.586 -2.182  0.027
C: -4.700 -0.634 -2.924  0.000
C: -3.699 2.076 -1.828  0.056
H: -5.092 3.812 2.585  0.000
H: -5.236 3.546 0.848  0.002
H: -3.843 2.912 1.724  0.007
H: -5.599 1.560 4.563  0.000
H: -4.538 0.338 3.864  -0.001
H: -6.268 0.016 4.037  0.003
H: -8.076 2.590 2.529  0.001
H: -8.287 0.889 2.119  -0.001
H: -7.965 2.074 0.849  -0.002
H: -5.550 -2.499 2.899  0.000
H: -6.741 -3.723 2.454  0.001
H: -7.267 -2.088 2.854  0.001
H: -4.269 -3.514 0.094  0.006
H: -5.143 -3.194 -1.408  0.004
H: -5.721 -4.438 -0.292  -0.001
H: -8.583 -1.204 0.170  -0.001
H: -8.600 -2.938 -0.150  0.003
H: -7.908 -1.829 -1.336  -0.001
H: -7.549 0.894 -2.019  -0.003
H: -6.746 1.896 -3.229  0.005
H: -6.895 2.473 -1.570  -0.001
H: -5.539 -1.331 -2.975  0.004
H: -3.808 -1.186 -2.623  0.003
H: -4.523 -0.255 -3.934  0.001
H: -3.941 2.939 -1.205  0.008
H: -3.580 2.434 -2.854  0.000
H: -2.725 1.694 -1.516  -0.030
C: -1.339 -3.485 -2.224  0.001
C: -1.134 -4.345 -0.981  0.049
C: -0.558 -5.715 -1.332  0.020
Sb: 0.045 -3.284 0.483  0.460
C: 2.139 -3.648 0.141  0.046
C: 2.572 -5.068 0.486  0.016
C: 2.483 -3.246 -1.290  0.001
C: -0.486 -4.161 2.376  0.010
C: -0.631 -5.676 2.252  0.012
C: -1.756 -3.518 2.924  0.074
H: -2.052 -3.974 -2.893  0.001
H: -0.407 -3.347 -2.775  0.001
H: -1.722 -2.491 -1.989  -0.003
H: -2.095 -4.475 -0.471  -0.024
H: 0.403 -5.621 -1.839  -0.001
H: -1.236 -6.227 -2.020  0.003
H: -0.425 -6.357 -0.462  -0.001
H: 2.612 -2.946 0.833  0.003
H: 2.058 -5.811 -0.124  0.000
H: 2.405 -5.308 1.537  -0.001
H: 3.642 -5.172 0.293  0.005
H: 2.038 -3.931 -2.015  0.000
H: 3.566 -3.286 -1.427  0.002
H: 2.157 -2.233 -1.530  0.002
H: 0.356 -3.917 3.029  -0.002
H: -1.484 -5.938 1.622  -0.001
H: -0.813 -6.106 3.240  0.003
H: 0.257 -6.157 1.843  -0.002
H: -2.608 -3.710 2.263  0.007
H: -1.642 -2.441 3.054  -0.045
H: -2.003 -3.955 3.895  0.003
C: -0.209 2.019 1.952  -0.043
C: -0.465 0.858 2.900  -0.074
C: -1.570 1.194 3.894  -0.023
C: 0.817 0.467 3.635  0.062
O: -0.856 -0.316 2.175  0.385
H: 0.066 2.915 2.510  -0.002
H: -1.106 2.247 1.366  0.027
H: 0.606 1.799 1.259  0.002
H: -1.259 2.003 4.555  0.000
H: -1.814 0.322 4.504  0.000
H: -2.470 1.513 3.367  0.030
H: 1.204 1.317 4.199  0.002
H: 1.582 0.154 2.922  -0.005
H: 0.626 -0.353 4.327  -0.002

Expectation value of S²   6.021
Multiplicity   5
Energy relative to the best compared isomer or geometry (same formula, charge and spin)   0.0 kcal/mol
Gap between HOMO and LUMO (alpha / beta)   8.52 / 5.88 eV
LUMO (alpha / beta)   -0.0844 / -0.2102 Ha
HOMO (alpha / beta)   -10.81 / -11.60 eV
Net charge   +1

***

(3)
# C4H9NO

A cluster of 2 separate species, C4H9NO in total (ωB97M-V/def2-TZVPD, OMol25).

Each line ends with the natural charge from an NBO analysis.
Element x y z (Å)
C: 1.588 1.549 0.293  -0.614
C: 0.169 1.567 0.845  -0.206
N: -0.524 0.327 0.561  -0.574
C: -0.313 -0.765 1.040  0.878
O: -0.181 -1.856 1.448  -0.512
C: -1.268 -1.911 -1.398  -0.871
H: 2.128 2.444 0.613  0.216
H: 1.583 1.513 -0.801  0.215
H: 2.129 0.670 0.660  0.208
H: 0.174 1.711 1.929  0.191
H: -0.412 2.381 0.405  0.204
H: -1.111 -0.856 -1.169  0.227
H: -1.806 -1.965 -2.341  0.211
H: -1.853 -2.387 -0.606  0.215
H: -0.303 -2.420 -1.479  0.212

Energy relative to the best compared isomer or geometry (same formula, charge and spin)   24.6 kcal/mol
Gap between HOMO and LUMO   11.08 eV
LUMO   0.0286 Ha
SMILES string   CCN=C=O.C
HOMO   -10.30 eV

***

(4)
# C20H28N4O3

An isolated molecule of C20H28N4O3 (ωB97M-V/def2-TZVPD, OMol25).

Each line ends with the natural charge from an NBO analysis.
Element x y z (Å)
C: 0.295 -0.473 -4.991  -0.636
H: -0.637 -0.687 -4.473  0.203
H: 0.705 0.452 -4.593  0.203
H: 0.078 -0.327 -6.046  0.214
C: 1.290 -1.629 -4.821  -0.198
N: 1.722 -1.894 -3.465  -0.468
C: 0.664 -2.272 -2.554  -0.212
C: 1.198 -3.226 -1.480  -0.409
H: 1.959 -2.721 -0.884  0.203
H: 1.666 -4.079 -1.972  0.220
C: 0.087 -3.724 -0.553  -0.212
N: -0.481 -2.640 0.199  -0.529
C: -1.699 -2.169 0.064  0.218
C: -2.184 -1.057 0.730  -0.441
C: -1.327 -0.298 1.614  0.686
N: -1.898 0.803 2.230  -0.500
C: -3.208 1.216 2.072  0.808
O: -3.669 2.171 2.645  -0.599
N: -3.958 0.456 1.205  -0.644
C: -3.561 -0.672 0.501  0.676
O: -4.342 -1.245 -0.231  -0.618
H: -4.920 0.752 1.083  0.431
C: -1.085 1.564 3.138  0.133
C: -0.770 0.999 4.362  -0.190
C: -0.005 1.714 5.261  -0.209
C: 0.420 2.989 4.934  -0.203
C: 0.107 3.561 3.709  -0.023
C: -0.643 2.834 2.779  0.073
C: -0.985 3.416 1.442  -0.657
H: -1.866 4.052 1.532  0.235
H: -0.165 4.016 1.057  0.219
H: -1.208 2.634 0.719  0.215
C: 0.571 4.951 3.394  -0.632
H: -0.270 5.576 3.099  0.219
H: 1.289 4.943 2.574  0.216
H: 1.050 5.399 4.261  0.217
H: 1.005 3.554 5.646  0.207
H: 0.250 1.284 6.218  0.214
H: -1.127 0.008 4.599  0.217
O: -0.149 -0.574 1.819  -0.645
H: 0.121 -2.091 0.824  0.449
H: -2.381 -2.685 -0.603  0.228
H: -0.706 -4.201 -1.135  0.200
H: 0.500 -4.459 0.146  0.208
H: 0.194 -1.400 -2.067  0.172
H: -0.107 -2.792 -3.129  0.195
C: 2.675 -0.932 -2.934  -0.217
C: 4.091 -1.506 -2.964  -0.603
H: 4.143 -2.413 -2.369  0.203
H: 4.800 -0.783 -2.568  0.203
H: 4.374 -1.750 -3.984  0.204
H: 2.658 -0.002 -3.514  0.183
H: 2.410 -0.674 -1.904  0.188
H: 0.840 -2.547 -5.211  0.190
H: 2.187 -1.425 -5.412  0.193

Energy relative to the best compared isomer or geometry (same formula, charge and spin)   14.6 kcal/mol
Gap between HOMO and LUMO   8.79 eV
LUMO   0.0154 Ha
SMILES string   CCN(CC)CCCN/C=C1/C(=O)NC(=O)N(c2cccc(C)c2C)C1=O
HOMO   -8.37 eV

***

(5)
# C4H12N3

The ion C4H12N3 with charge +1 (ωB97M-V/def2-TZVPD, OMol25).

Each line ends with the natural charge from an NBO analysis.
Element x y z (Å)
C: 0.760 -0.016 -1.489  -0.250
C: 0.175 0.631 -0.272  0.432
C: 1.986 -0.914 0.452  -0.474
C: -2.201 -0.163 0.927  -0.411
N: 0.738 -0.688 -0.260  -0.422
N: 0.557 1.653 0.410  -0.802
N: -1.488 0.255 -0.325  -0.572
H: 0.109 -0.415 -2.314  0.215
H: 1.840 0.237 -1.709  0.240
H: 2.597 -0.007 0.733  0.207
H: 1.673 -1.363 1.391  0.221
H: 2.736 -1.707 0.161  0.254
H: -3.135 -0.602 0.657  0.238
H: -1.476 -0.788 1.550  0.239
H: -2.494 0.621 1.450  0.214
H: 0.494 2.567 0.076  0.410
H: 0.490 1.651 1.442  0.406
H: -1.918 1.021 -0.880  0.423
H: -1.397 -0.567 -0.947  0.430

Energy relative to the best compared isomer or geometry (same formula, charge and spin)   86.7 kcal/mol
Gap between HOMO and LUMO   10.76 eV
LUMO   -0.1106 Ha
SMILES string   C[NH2+][C@]1(N)CN1C
HOMO   -13.77 eV
Net charge   +1

***

(6)
# C3H10NOPS

A cluster of 2 separate species, C3H10NOPS in total (ωB97M-V/def2-TZVPD, OMol25).

Each line ends with the natural charge from an NBO analysis.
Element x y z (Å)
C: -0.086 2.324 1.318  -0.686
C: -0.922 -1.187 -2.537  -0.717
C: -0.796 1.040 1.414  -0.367
N: 1.702 -1.818 0.783  -1.187
O: 1.352 -0.044 -1.028  -1.114
P: 0.610 -0.846 -0.050  1.632
S: -0.675 -2.222 -1.058  -0.120
H: 0.817 2.329 1.924  0.217
H: 0.165 2.559 0.286  0.237
H: -0.750 3.114 1.687  0.224
H: -0.191 -1.467 -3.292  0.227
H: -0.780 -0.145 -2.262  0.243
H: -1.930 -1.359 -2.897  0.222
H: -1.701 0.911 0.842  0.192
H: -0.782 0.519 2.358  0.189
H: 1.388 -2.370 1.566  0.398
H: 2.578 -1.341 0.947  0.411

Energy relative to the best compared isomer or geometry (same formula, charge and spin)   56.9 kcal/mol
Gap between HOMO and LUMO (alpha / beta)   7.60 / 7.69 eV
LUMO (alpha / beta)   -0.0140 / -0.0060 Ha
HOMO (alpha / beta)   -7.98 / -7.86 eV